{"formula": "C48H72BFN23O8S2", "method": "wB97M-V/def2-TZVPD", "species": ["C", "C", "C", "N", "C", "C", "C", "S", "C", "N", "N", "C", "O", "O", "B", "O", "S", "O", "O", "F", "O", "C", "O", "N", "C", "O", "H", "H", "H", "H", "H", "H", "H", "H", "H", "H", "H", "H", "H", "H", "H", "C", "C", "N", "H", "H", "H", "C", "C", "N", "H", "H", "H", "C", "C", "N", "H", "H", "H", "C", "C", "N", "H", "H", "H", "C", "C", "N", "H", "H", "H", "C", "C", "N", "H", "H", "H", "C", "C", "N", "H", "H", "H", "C", "C", "N", "H", "H", "H", "C", "C", "N", "H", "H", "H", "C", "C", "N", "H", "H", "H", "C", "C", "N", "H", "H", "H", "C", "C", "N", "H", "H", "H", "C", "C", "N", "H", "H", "H", "C", "C", "N", "H", "H", "H", "C", "C", "N", "H", "H", "H", "C", "C", "N", "H", "H", "H", "C", "C", "N", "H", "H", "H", "C", "C", "N", "H", "H", "H", "C", "C", "N", "H", "H", "H"], "positions_angstrom": [[4.11103, 1.24359, -2.92336], [3.08200, 0.54214, -3.84747], [1.91294, -0.13988, -3.09549], [0.57331, 0.28709, -3.47822], [-0.02899, 1.30274, -2.63336], [0.80311, 2.58918, -2.59661], [0.23581, 3.76870, -1.82609], [-1.08727, 4.70549, -2.66203], [-0.40397, 6.29326, -2.77268], [-1.05170, 7.32021, -3.24146], [-0.14733, 8.38294, -3.18986], [0.95161, 7.90913, -2.69831], [0.86072, 6.58349, -2.39773], [-0.27292, 0.90424, -1.33134], [-1.62200, 1.19576, -0.90452], [-1.79940, 2.12420, 0.19558], [-2.56008, -0.36289, -0.16458], [-2.39326, -1.58268, -0.90113], [-2.15801, -0.45405, 1.21327], [-4.11785, -0.01461, -0.13618], [-2.24211, 1.84999, -2.09646], [-1.50923, 1.42705, -3.16806], [-1.94534, 0.10240, -3.47219], [-1.69697, 2.21804, -4.40020], [-1.92144, 1.60310, -5.41218], [-2.22139, 1.04151, -6.37974], [5.12404, 1.00497, -3.21807], [3.97737, 2.31579, -3.02590], [3.92071, 1.01212, -1.88628], [3.63751, -0.22417, -4.37991], [2.71708, 1.25163, -4.58446], [2.05175, -0.08822, -2.02267], [1.98006, -1.19807, -3.34657], [0.54550, 0.57716, -4.44392], [1.11579, 2.85434, -3.60340], [1.71197, 2.31918, -2.06190], [-0.10386, 3.48984, -0.83876], [1.04418, 4.47237, -1.67262], [1.84675, 8.47145, -2.53132], [-1.95621, 2.97206, -0.22783], [-2.89946, 0.06055, -3.28699], [-1.02209, -0.77288, 4.32150], [-0.27138, 0.09959, 5.21154], [0.32040, 0.77142, 5.92954], [-1.07752, -1.77271, 4.74813], [-2.02901, -0.38593, 4.18366], [-0.53739, -0.81971, 3.34771], [-5.45923, -0.04083, -6.71724], [-6.77038, -0.26289, -6.12279], [-7.80482, -0.42318, -5.64976], [-5.22304, -0.84950, -7.40523], [-5.45787, 0.90547, -7.25477], [-4.70008, -0.00878, -5.93690], [2.66986, -1.68712, 6.99208], [3.49860, -2.84598, 7.30222], [4.14842, -3.76035, 7.54641], [1.66739, -1.83322, 7.39096], [3.10136, -0.79636, 7.44008], [2.60299, -1.54436, 5.91593], [-0.78452, 3.52689, 3.92201], [-0.17521, 3.93885, 2.66289], [0.31575, 4.26256, 1.67870], [-1.41566, 4.32858, 4.29934], [-1.39283, 2.63708, 3.76936], [-0.01163, 3.30707, 4.65439], [1.32635, 4.54117, 7.30251], [0.67708, 5.53645, 6.45369], [0.15864, 6.31242, 5.78623], [1.94154, 5.02880, 8.04690], [0.56743, 3.94098, 7.80078], [1.95073, 3.88941, 6.69666], [4.21382, 1.15222, 9.74805], [3.79743, 2.50194, 9.38999], [3.46589, 3.56289, 9.10800], [3.62556, 0.79238, 10.58940], [4.06671, 0.48580, 8.90237], [5.26641, 1.15226, 10.02212], [8.09356, 2.86007, -1.91828], [6.74846, 2.73292, -1.37074], [5.68608, 2.63255, -0.95182], [8.36759, 1.94359, -2.44173], [8.12989, 3.69539, -2.61544], [8.79926, 3.03953, -1.12047], [-6.83038, 1.95819, -3.98128], [-5.69783, 1.14761, -3.56157], [-4.79516, 0.52643, -3.23003], [-6.47432, 2.82012, -4.54233], [-7.49282, 1.36523, -4.60996], [-7.37631, 2.30434, -3.10593], [11.69785, 0.42847, -1.89159], [11.39072, 1.83199, -1.65241], [11.13133, 2.93261, -1.46265], [12.41775, 0.07881, -1.15503], [10.78930, -0.16568, -1.81200], [12.11854, 0.30733, -2.88757], [4.63567, -4.98063, 10.71313], [4.22084, -3.60298, 10.93897], [3.88950, -2.51762, 11.11132], [5.39290, -5.26014, 11.44268], [3.78072, -5.64621, 10.81655], [5.04494, -5.08630, 9.71247], [-5.87930, -3.98495, -4.11935], [-5.72038, -3.68073, -5.53088], [-5.61695, -3.43966, -6.64782], [-6.33275, -4.96778, -4.01383], [-4.91201, -3.97325, -3.61950], [-6.52611, -3.24064, -3.65869], [-8.61329, -4.60083, -7.75141], [-8.69966, -6.04080, -7.94704], [-8.77628, -7.17517, -8.10006], [-7.57189, -4.28527, -7.72705], [-9.12274, -4.08908, -8.56581], [-9.08515, -4.33008, -6.80965], [-9.87362, -8.96036, -5.37081], [-10.69211, -8.78590, -4.17838], [-11.33220, -8.64138, -3.23748], [-10.23518, -9.81027, -5.94603], [-9.91735, -8.06770, -5.98911], [-8.83967, -9.13490, -5.08265], [10.45784, 6.54376, 0.35355], [9.32010, 5.63600, 0.36580], [8.42864, 4.91540, 0.37533], [11.34730, 6.02074, 0.69784], [10.62770, 6.90671, -0.65770], [10.26191, 7.38961, 1.00923], [8.40053, 2.03850, -5.55704], [7.28069, 1.10749, -5.57176], [6.41025, 0.36179, -5.58367], [9.29677, 1.52999, -5.20658], [8.57702, 2.41624, -6.56200], [8.18699, 2.87496, -4.89616], [-10.04512, -3.61106, -3.92112], [-9.29216, -4.85908, -3.94625], [-8.66420, -5.81963, -3.96559], [-11.01077, -3.75159, -3.44108], [-9.48117, -2.85912, -3.37189], [-10.20490, -3.25977, -4.93900], [0.81726, -4.57630, 9.80074], [0.00095, -3.67202, 9.00929], [-0.55321, -2.92300, 8.34084], [1.45541, -3.98609, 10.45724], [0.19300, -5.23835, 10.39736], [1.44253, -5.17198, 9.13747], [-11.97327, 0.17158, -2.69813], [-12.24905, -1.24673, -2.87840], [-12.45140, -2.36630, -3.02187], [-10.89825, 0.33476, -2.65369], [-12.38483, 0.73459, -3.53287], [-12.42692, 0.51938, -1.77264], [8.67367, -4.54539, 8.55786], [7.62152, -5.54954, 8.62315], [6.78385, -6.33053, 8.67478], [9.61485, -4.97489, 8.89438], [8.78437, -4.19692, 7.53341], [8.41657, -3.70160, 9.19496]], "forces_ev_per_angstrom": [[-1.04, 0.23, -0.86], [0.69, -0.17, 0.81], [0.18, -0.28, -1.10], [0.59, -0.04, 1.21], [-1.09, 0.15, -1.31], [-0.29, -0.12, 0.06], [0.42, 0.33, -0.19], [-0.10, -0.06, 0.07], [-0.55, 0.06, -0.09], [0.60, -0.13, 0.22], [0.71, -0.34, 0.27], [-1.36, 0.32, -0.47], [0.26, 0.41, -0.13], [0.28, -0.97, 0.77], [-0.19, 2.45, -0.13], [0.10, -0.47, -0.08], [1.93, -0.85, 0.02], [-0.84, -0.16, -0.41], [-0.42, 0.09, 0.69], [-0.26, 0.02, -0.09], [-0.08, 0.39, -0.27], [-0.53, -1.69, 0.09], [0.31, 0.14, -0.24], [0.50, 0.49, 0.65], [-0.38, 0.02, 0.67], [-0.04, -0.16, -1.11], [0.23, -0.09, 0.15], [0.20, 0.25, 0.18], [0.25, -0.18, 0.27], [-0.09, -0.12, -0.33], [-0.18, 0.03, -0.16], [-0.23, 0.24, 0.24], [-0.06, -0.23, 0.14], [-0.02, 0.03, -0.10], [-0.12, 0.25, -0.20], [0.15, -0.14, 0.09], [-0.09, -0.19, 0.12], [0.06, 0.14, 0.10], [0.30, -0.21, 0.19], [-0.09, 0.14, 0.17], [0.17, 0.21, 0.16], [0.02, -0.01, -0.11], [-0.04, -0.13, 0.06], [0.15, 0.11, 0.10], [0.00, 0.00, 0.04], [-0.01, 0.00, -0.10], [-0.11, 0.04, -0.07], [0.04, 0.02, 0.02], [0.01, -0.37, -0.26], [-0.05, -0.26, -0.18], [-0.03, -0.06, 0.02], [0.03, 0.03, 0.00], [0.01, -0.01, -0.02], [-0.06, -0.06, 0.01], [-0.03, 0.03, -0.05], [0.03, -0.04, 0.10], [-0.03, 0.04, -0.02], [-0.03, 0.04, -0.04], [0.01, 0.01, -0.01], [-0.10, 0.00, -0.08], [0.00, -0.06, 0.04], [0.05, 0.12, -0.05], [0.03, 0.04, 0.03], [0.03, -0.02, -0.10], [0.00, -0.03, 0.01], [-0.27, 0.16, -0.23], [0.00, -0.09, 0.03], [-0.04, 0.09, -0.01], [0.06, 0.03, 0.04], [0.03, -0.05, 0.01], [0.03, -0.03, 0.02], [-0.02, 0.04, 0.04], [-0.01, -0.03, -0.01], [0.18, -0.04, 0.17], [0.01, -0.06, -0.01], [0.01, -0.02, 0.02], [0.01, -0.02, 0.01], [-0.27, -0.19, -0.07], [0.01, 0.06, -0.03], [0.14, 0.12, 0.23], [-0.04, -0.01, -0.02], [0.04, 0.05, 0.04], [0.03, 0.07, 0.06], [-0.14, 0.20, 0.12], [-0.11, 0.18, 0.07], [-0.08, -0.25, -0.13], [0.04, 0.06, 0.03], [0.07, 0.24, 0.26], [0.04, 0.07, 0.05], [-0.01, -0.02, 0.00], [0.01, -0.02, 0.01], [0.23, 0.11, -0.01], [0.01, -0.02, 0.01], [0.00, -0.01, 0.00], [0.01, -0.02, -0.01], [-0.01, 0.05, 0.04], [-0.01, -0.03, -0.05], [-0.03, 0.10, 0.01], [0.01, -0.03, 0.01], [-0.01, -0.02, 0.01], [-0.06, 0.01, -0.05], [0.12, -0.07, 0.12], [0.01, 0.05, 0.03], [0.00, 0.05, -0.14], [-0.03, 0.00, 0.03], [0.01, 0.07, -0.02], [0.02, 0.03, 0.02], [0.02, 0.05, -0.09], [-0.01, 0.03, 0.03], [-0.02, -0.08, -0.03], [0.00, 0.00, 0.03], [-0.02, 0.00, 0.00], [0.02, -0.01, 0.03], [-0.03, 0.00, 0.03], [0.04, 0.04, 0.02], [-0.09, -0.03, 0.05], [0.01, 0.00, -0.02], [0.05, -0.01, -0.02], [0.03, 0.04, -0.02], [0.02, 0.03, 0.01], [0.03, -0.01, 0.01], [-0.04, 0.03, 0.07], [0.02, -0.01, -0.01], [0.02, 0.01, -0.01], [0.01, 0.02, 0.00], [0.02, 0.04, -0.05], [0.03, 0.00, 0.03], [-0.05, -0.09, -0.03], [0.02, 0.01, 0.00], [0.02, 0.01, -0.01], [-0.02, 0.01, 0.00], [0.15, -0.32, -0.02], [0.09, 0.10, -0.01], [-0.04, -0.12, -0.09], [0.22, -0.13, -0.10], [0.00, 0.03, -0.01], [-0.03, 0.06, 0.01], [0.03, -0.10, 0.15], [0.19, 0.11, -0.19], [-0.18, 0.03, -0.03], [0.02, -0.02, 0.03], [-0.01, 0.01, 0.01], [0.01, 0.00, -0.01], [0.01, 0.03, 0.01], [-0.01, 0.02, 0.01], [-0.45, 0.28, 0.13], [0.01, 0.01, -0.01], [0.00, 0.02, -0.01], [0.00, 0.02, 0.01], [0.02, 0.01, -0.02], [0.00, 0.02, -0.04], [0.04, -0.13, 0.03], [0.02, 0.01, 0.00], [0.00, 0.02, -0.01], [0.00, 0.02, 0.00]], "mulliken_charge": [-1.185, -0.492, -0.957, -0.390, 1.418, -0.764, -0.433, -0.133, 0.561, -0.411, -0.452, -0.056, -0.223, -0.562, 0.968, -0.499, 1.013, -0.643, -0.512, -0.278, -1.014, 0.162, -0.635, -0.545, 0.767, -0.562, 0.180, 0.325, 0.410, 0.509, 0.386, 0.403, 0.445, 0.290, 0.153, 0.231, -0.266, 0.892, 0.434, 0.163, 0.464, -0.868, 0.411, -0.406, 0.378, 0.289, 0.259, -0.538, 0.456, -0.594, 0.377, 0.366, -0.061, -0.292, 0.485, -0.444, -0.012, -0.067, 0.318, -0.487, 0.393, -0.414, 0.345, 0.176, -0.056, -0.790, 0.291, -0.461, 0.440, 0.290, 0.274, -0.519, 0.384, -0.383, 0.294, -0.105, 0.279, -0.615, 0.267, -0.381, 0.283, 0.186, 0.247, -1.119, 0.453, -0.486, 0.269, 0.324, 0.340, -0.875, 0.397, -0.391, 0.323, 0.281, 0.278, -0.587, 0.397, -0.456, 0.344, 0.273, 0.048, -0.727, 0.565, -0.611, 0.264, 0.354, 0.153, -0.141, 0.362, -0.475, 0.062, 0.351, -0.176, -0.500, 0.294, -0.423, 0.333, 0.022, 0.254, -0.891, 0.415, -0.375, 0.262, 0.255, 0.335, -0.750, 0.454, -0.386, 0.215, 0.342, 0.152, -0.780, 0.294, -0.464, 0.450, 0.236, 0.358, -0.644, 0.279, -0.410, 0.105, 0.380, 0.264, -0.744, 0.401, -0.479, 0.213, 0.267, 0.288, -0.763, 0.418, -0.440, 0.296, 0.264, 0.254], "molar_mass_g_mol": 1193.2, "e_tot_ev": -126659.454, "charge": -1}